(1)
Here is a molecular structure, C42H46BrF3Ge2HfN3O6S in a non-equilibrium geometry from OMol25. Energies are from ωB97M-V/def2-TZVPD.

Geometry as XYZ:
```
105
Properties=species:S:1:pos:R:3:forces:R:3:lowdin_charge:R:1
Hf -1.365119 0.615122 -0.099751 -0.33 -0.22 -1.18 1.6143
C 0.913314 3.964388 2.097873 0.60 -0.47 1.11 -0.1541
C -0.274853 3.079915 2.416650 -1.81 -0.29 -0.36 -0.3680
Ge 0.097527 1.179998 2.763190 0.71 0.64 -0.74 0.9064
C -1.268312 0.437809 3.895902 -0.30 -0.18 0.54 -0.3791
C -0.985495 -0.949526 4.415597 -1.05 -0.60 -1.28 -0.1651
C 1.986677 1.150405 3.191252 -1.89 0.61 2.59 -0.2446
C 2.707756 0.677643 2.230372 1.97 -0.83 -1.83 -0.3705
Ge 1.558104 -0.099889 0.780822 0.22 -0.83 0.55 0.9821
C 1.463781 -2.136286 0.971763 -1.36 2.30 -0.12 -0.3559
C 2.825500 -2.653085 0.830679 1.72 -1.14 0.46 -0.1914
C 2.148119 0.475358 -1.044157 0.01 0.58 0.32 -0.3505
C 3.534202 -0.009607 -1.419326 0.23 -0.13 -1.30 -0.1563
C 4.193427 0.853322 2.259340 0.20 0.84 -2.17 -0.2482
C 5.062876 0.315733 3.174111 0.96 -1.31 0.59 -0.0569
C 6.458809 0.396897 3.006733 0.07 0.78 0.83 -0.0524
C 6.987026 1.285289 2.041224 -0.14 -2.56 2.03 -0.0852
C 6.126864 1.892368 1.189014 -0.86 0.77 -0.95 -0.0823
C 4.756602 1.642595 1.221086 0.32 -0.70 1.53 -0.0366
H 0.656829 4.980166 1.846978 -0.29 0.28 -0.40 0.0667
H 1.582339 3.520005 1.359908 -0.21 0.12 -0.23 0.0587
H 1.521173 4.051679 3.008551 0.01 -0.01 -0.15 0.0779
H -1.033896 3.076447 1.611803 0.32 0.33 0.03 0.0200
H -0.913725 3.387474 3.277354 0.76 0.10 -0.26 0.0866
H -2.270065 0.451775 3.472774 0.00 -0.02 -0.54 0.0499
H -1.397015 1.092037 4.743562 0.35 0.71 0.35 0.0701
H -1.014817 -1.606402 3.548602 -0.54 -0.48 -0.13 0.0460
H -1.794842 -1.213109 5.105782 0.59 -0.36 0.10 0.0869
H 0.004136 -1.155396 4.740629 0.81 0.34 1.12 0.0588
H 2.426077 1.618888 4.084287 -0.16 -0.18 -0.28 0.0966
H 0.767678 -2.457498 0.180419 0.19 -0.23 0.39 0.0516
H 1.123754 -2.399290 1.962675 -0.70 0.10 0.20 0.0557
H 3.232249 -2.432456 -0.141872 0.27 -0.30 -0.47 0.0508
H 2.754672 -3.752009 1.002120 0.65 0.60 -0.28 0.0957
H 3.550534 -2.209335 1.561610 -0.66 -0.46 -0.38 0.0890
H 2.247340 1.544275 -0.894965 -0.48 0.37 -0.16 0.0266
H 1.473001 0.267576 -1.876825 -0.25 0.26 0.38 0.0478
H 3.420125 -0.919493 -2.006937 0.28 -0.17 0.00 0.0613
H 4.130371 -0.236070 -0.563694 0.73 -0.05 0.44 0.0401
H 4.079793 0.722921 -2.087983 -0.61 -0.67 0.84 0.0996
H 4.679756 -0.303734 3.979455 -0.04 0.03 -0.01 0.1136
H 7.133756 -0.121359 3.747888 -0.85 0.61 -1.04 0.1236
H 8.054504 1.311261 1.990744 0.42 0.57 -0.31 0.1020
H 6.554137 2.583922 0.492276 -0.12 0.26 -0.59 0.1061
H 4.078920 2.052343 0.515930 -0.29 0.55 -0.70 0.0860
F -4.550494 1.154596 0.251022 -0.27 -0.30 -0.35 -0.0576
C -3.330992 1.553360 0.724857 0.26 0.13 0.55 -0.4196
F -3.153909 2.847833 0.235005 0.03 0.54 0.20 -0.0754
H -3.510179 1.673773 1.811871 0.32 -0.02 -0.21 0.0951
F 2.828505 7.069492 -1.026748 0.17 0.07 0.48 0.1255
C 2.460735 5.900900 -1.529174 -0.71 0.68 0.15 -0.2135
C 1.196202 5.511480 -1.528887 -1.21 -1.47 -0.42 0.0823
N 0.783827 4.376336 -2.277494 -0.93 0.55 0.42 0.0316
C -0.616376 3.923596 -2.321872 0.37 1.08 1.15 -0.0095
C -0.819130 2.675546 -1.549986 -1.91 -0.97 -1.59 -0.5882
O -1.802901 1.878744 -1.845678 1.08 0.91 0.86 -0.0914
O -0.066309 2.390220 -0.613182 0.77 -0.64 1.73 -0.0972
C 1.669477 3.557572 -2.948682 0.32 0.17 0.38 -0.4900
O 1.325974 2.578810 -3.569630 -0.18 -0.23 0.00 0.1105
N 2.971415 3.955632 -2.793499 -0.39 0.10 0.54 0.2307
C 3.445469 5.134178 -2.208897 0.59 -0.69 -1.44 -0.4074
O 4.588801 5.430749 -2.393263 1.14 0.44 0.48 0.1424
H 0.422334 5.982721 -0.937426 0.01 0.24 -0.30 0.1486
H -1.008181 3.757868 -3.284551 0.02 -0.12 -1.48 0.1333
H -1.292869 4.670853 -1.880809 0.38 0.00 0.07 0.1617
H 3.704975 3.348336 -3.096952 0.19 -0.29 -0.58 0.1609
Br -3.288251 -0.739454 -4.229387 0.80 0.05 -0.04 0.8353
C -1.405038 -0.921615 -4.620013 -0.86 0.05 0.66 -0.5573
C -0.934321 -0.521848 -5.842082 -0.09 -0.70 0.34 -0.1171
C 0.333924 -0.847413 -6.221670 2.09 -0.92 0.49 -0.0583
C 1.228129 -1.447093 -5.314080 -1.57 0.54 0.99 -0.0267
C 0.753197 -1.709335 -4.005848 1.14 -0.15 -1.31 -0.0183
C -0.571503 -1.503646 -3.687037 -0.50 -0.44 0.55 -0.1899
C -0.989665 -1.769730 -2.256773 0.56 -0.74 0.63 -0.5265
O -1.206581 -2.836029 -1.691260 0.04 1.04 -1.05 0.0776
O -0.868865 -0.641741 -1.582851 -0.01 0.54 0.72 -0.2257
H -1.588279 -0.074931 -6.514494 -1.06 0.73 -1.13 0.0886
H 0.697763 -0.723720 -7.224911 -0.16 0.46 -0.31 0.1101
H 2.251365 -1.642006 -5.577930 0.15 -0.14 -0.09 0.1032
H 1.439897 -2.112260 -3.270010 -0.10 -0.08 0.05 0.1172
N -2.288593 -1.221847 0.570416 -0.67 -0.77 -0.11 -0.3976
S -3.746261 -1.834465 1.007572 -0.25 0.76 0.98 1.1182
C -4.745524 -2.474965 -0.359675 1.06 -0.33 -0.24 -0.3510
C -5.104389 -3.804541 -0.573993 -1.00 -0.01 0.26 -0.0431
C -5.994346 -4.089965 -1.618485 0.67 1.61 -0.11 -0.0424
C -6.392294 -3.107311 -2.533775 0.41 0.13 0.82 -0.0385
C -5.906944 -1.824434 -2.349045 -0.63 0.72 0.12 -0.1193
C -5.142197 -1.495793 -1.246534 0.35 0.62 -0.16 -0.1253
C -3.301473 -3.235229 2.003130 -0.62 0.01 -0.85 -0.4259
C -2.390381 -4.145934 1.536830 1.62 -1.75 1.55 -0.0612
C -1.973625 -5.212828 2.406749 -0.22 0.70 -1.41 -0.0372
C -2.653170 -5.390518 3.583069 -0.28 -0.47 0.99 -0.0673
C -3.693586 -4.533456 3.953220 0.59 -0.31 -0.38 -0.0602
C -3.978393 -3.427403 3.197787 -0.33 0.14 0.21 -0.0849
H -1.783788 -2.023469 0.190183 0.37 0.16 -0.33 -0.0218
H -4.925152 -4.588390 0.156421 0.38 0.15 -0.14 0.1147
H -6.396371 -5.047369 -1.697251 -0.46 -1.54 -0.12 0.0912
H -7.128087 -3.272013 -3.304250 0.08 -0.36 -0.13 0.1146
H -6.241472 -0.978970 -2.950440 0.07 -0.41 -0.20 0.1123
H -4.854262 -0.452120 -1.102491 -0.08 -0.40 0.01 0.0951
H -1.833941 -4.091642 0.623923 -0.13 0.44 -0.66 0.1010
H -1.169364 -5.905077 2.092672 -0.62 0.58 0.20 0.1247
H -2.411701 -6.202364 4.276948 0.03 0.19 -0.44 0.1200
H -4.284022 -4.747244 4.812158 -0.17 -0.04 0.67 0.1079
H -4.732406 -2.747499 3.563737 -0.10 0.23 -0.26 0.1174
```
Forces are in eV/Å.

Results
* total energy: -264419.13002 eV
* energy relative to the best compared isomer or geometry (same formula, charge and spin): 0.0000 eV
* charge: +1
* E_HOMO: -0.407 Ha
* Kohn-Sham gap: 7.5562 eV

=====

(2)
Here is 2 unconnected molecules or ions with the total composition C2H8N in a non-equilibrium geometry from OMol25. Energies are from ωB97M-V/def2-TZVPD.

Geometry as XYZ:
```
11
Properties=species:S:1:pos:R:3:forces:R:3:lowdin_charge:R:1
N 2.303049 0.903967 -0.219752 0.72 1.58 0.90 0.3369
H 2.290323 1.925610 -0.083102 -0.10 -0.07 -0.21 0.1696
H 2.530618 0.742550 -1.200907 -0.36 -0.50 -0.03 0.1668
H 1.410360 0.577601 0.141780 -0.36 -0.58 -0.44 0.1482
H 3.061091 0.599946 0.399089 -0.02 -0.44 -0.21 0.1668
C -2.151691 -0.594968 -0.427591 0.31 -0.64 -0.19 -0.0761
C -1.699024 -0.981058 0.754674 0.32 0.58 0.00 -0.0859
H -1.665622 -0.861940 -1.359752 0.17 0.11 0.07 0.0454
H -3.098322 -0.118138 -0.526828 -0.57 0.36 -0.02 0.0436
H -0.727073 -1.449510 0.870420 -0.16 -0.29 0.03 0.0333
H -2.253710 -0.744064 1.651970 0.06 -0.10 0.11 0.0513
```
Forces are in eV/Å.

Results
* total energy: -3685.79106 eV
* energy relative to the best compared isomer or geometry (same formula, charge and spin): 1.3740 eV
* charge: +1
* E_HOMO: -0.493 Ha
* Kohn-Sham gap: 8.7555 eV

=====

(3)
Here is a single C5H4BrNOS2 molecule in a non-equilibrium geometry from OMol25. Energies are from ωB97M-V/def2-TZVPD.

Geometry as XYZ:
```
14
Properties=species:S:1:pos:R:3:forces:R:3:lowdin_charge:R:1
C 0.074722 -0.246733 0.223534 -0.99 -1.39 -0.43 -0.3925
C -1.119064 -1.301772 0.359067 1.10 -0.77 1.08 -0.6281
C -1.894812 1.540436 0.092251 -2.25 -2.02 -0.21 -1.0792
C 1.299879 -0.589951 -0.137364 0.76 3.00 0.73 -0.1504
C 2.431988 0.411017 -0.358228 -0.47 2.08 -1.14 -0.1270
N -2.203663 -0.593822 0.456169 -0.58 3.92 -0.33 -0.5510
O -0.994528 -2.512315 0.524626 0.84 0.88 -0.83 0.0275
S -3.297489 2.120342 -0.234387 0.97 0.30 0.26 0.7521
S -0.295242 1.482488 0.319755 1.24 0.33 0.06 1.0323
Br -3.896595 -0.858356 0.040259 -0.72 -1.15 -0.04 0.7606
H 1.590295 -1.564380 -0.004714 0.29 -2.55 -0.25 0.0902
H 3.385807 -0.043442 -0.534033 0.31 -0.71 -0.45 0.0449
H 2.678283 1.010343 0.570046 -0.80 -0.25 -1.01 0.0870
H 2.240422 1.146145 -1.316978 0.32 -1.68 2.57 0.1336
```
Forces are in eV/Å.

Results
* total energy: -100495.99619 eV
* energy relative to the best compared isomer or geometry (same formula, charge and spin): 0.0000 eV
* E_HOMO: -0.325 Ha
* Kohn-Sham gap: 7.8114 eV

=====

(4)
Here is 16 unconnected molecules or ions with the total composition C3H37NO16 in a non-equilibrium geometry from OMol25. Energies are from ωB97M-V/def2-TZVPD.

Geometry as XYZ:
```
57
Properties=species:S:1:pos:R:3:forces:R:3:lowdin_charge:R:1
C -1.102216 -0.025373 -1.749344 -0.38 -0.59 -0.22 -0.0843
N -0.409839 -0.460524 -0.538057 -0.24 0.45 -0.38 -0.1032
C -0.662485 0.437087 0.579614 0.10 -0.46 0.30 -0.1738
C 0.083228 -0.051750 1.793856 0.05 0.60 0.26 -0.1964
O 0.404506 0.707847 2.684927 0.04 -0.30 0.15 0.0378
H -0.925340 -0.731526 -2.561499 0.27 0.00 0.01 0.0846
H -2.194808 -0.013012 -1.642578 0.02 0.29 0.17 0.0785
H -0.745824 0.948561 -2.083832 0.05 0.09 0.10 0.0845
H -0.693415 -1.408032 -0.306117 0.05 0.00 0.09 0.0882
H -1.716623 0.507246 0.885856 -0.02 -0.01 -0.18 0.1309
H -0.323508 1.449645 0.357068 0.05 -0.05 -0.11 0.1041
H 0.329295 -1.111593 1.870338 0.15 -0.10 -0.22 0.1077
H 1.722269 2.210659 -1.156386 0.53 -0.13 -0.03 0.0321
H 2.492278 3.469646 -0.677287 -0.13 -0.25 0.02 0.0902
O 1.939766 2.738436 -0.365845 -0.39 0.67 0.12 -0.0642
H -2.118631 -2.170933 2.846965 0.12 0.07 -0.14 0.0847
H -2.782461 -1.761743 1.512652 0.14 -0.05 0.07 0.0248
O -1.901590 -1.839646 1.964968 -0.64 -0.17 0.19 -0.0703
H -4.431570 -0.791719 0.256064 -0.14 -0.16 0.20 0.0074
H -4.446892 -2.298794 0.006841 -0.02 -0.30 -0.08 0.0580
O -4.288481 -1.663505 0.705801 0.13 0.38 -0.08 -0.0654
H 3.445715 -0.098170 2.029672 -0.11 -0.10 0.32 0.0177
H 2.368226 -0.232711 3.122334 0.15 -0.07 0.02 0.0280
O 3.110893 -0.715279 2.731675 -0.05 0.24 0.00 -0.0764
H -2.846794 3.224975 0.241543 0.04 -0.11 -0.03 0.0173
H -2.170257 2.334949 -0.827947 -0.21 0.14 0.02 0.0232
O -3.036660 2.648014 -0.537999 0.16 -0.06 -0.09 -0.0674
H 0.909293 3.180659 1.086044 -0.17 0.06 0.36 0.0145
H 0.367578 2.434581 2.345857 0.09 0.34 -0.22 0.0212
O 0.370580 3.307712 1.894089 0.06 -0.11 -0.08 -0.0771
H 2.320558 0.327087 -2.721871 0.15 1.11 -0.12 0.0151
H 2.501540 1.757742 -3.284529 0.10 -0.12 0.00 0.0698
O 2.580845 1.241892 -2.471647 -0.39 0.14 -0.80 -0.0632
H 2.321154 -2.160180 0.277828 0.13 -0.08 0.26 0.0104
H 2.570192 -2.121373 1.811201 0.01 -0.09 -0.22 0.0179
O 2.245559 -2.708296 1.088232 -0.01 0.03 -0.11 -0.0920
H 0.627976 -3.301539 0.882184 0.18 0.12 0.16 0.0056
H -0.912735 -3.025857 1.020890 0.31 -0.27 -0.11 0.0105
O -0.242394 -3.482995 0.469562 -0.56 0.06 -0.04 -0.0982
H 3.102156 1.620440 0.490080 0.25 -0.22 -0.04 0.0119
H 3.378071 0.185234 0.036821 0.08 0.34 -0.10 0.0174
O 3.720920 0.882777 0.635307 -0.03 -0.22 0.08 -0.0725
H 1.345463 -0.656744 -0.876330 0.14 -0.06 0.07 0.0357
H 2.450548 -0.997610 -1.934569 0.58 -0.39 0.46 -0.0503
O 2.309902 -0.848519 -0.994301 -0.08 0.15 2.18 -0.1120
H -4.140825 1.341318 -0.553181 0.01 -0.10 -0.06 0.0090
H -5.631058 0.998537 -0.675916 0.07 -0.24 0.01 0.0675
O -4.762127 0.578431 -0.658158 -0.05 0.48 -0.01 -0.0749
H 2.474461 -1.752686 -4.027298 0.06 -0.01 -0.10 0.1012
H 1.546375 -2.058900 -2.812305 -0.06 -0.53 -0.06 0.0410
O 2.042836 -1.342998 -3.273454 -0.50 -0.47 -1.82 -0.0447
H 1.826663 -3.974395 -1.488511 -0.16 0.18 -0.06 0.0754
H 0.433205 -3.410262 -1.163546 0.02 -0.10 0.11 0.0152
O 1.104850 -3.459347 -1.875725 0.03 -0.11 -0.27 -0.0559
H -2.547989 4.186443 2.417398 -0.03 0.02 -0.36 0.0654
H -1.233803 3.851310 1.686037 -0.03 0.05 -0.16 0.0119
O -2.178574 4.104786 1.526529 0.06 0.05 0.58 -0.0741
```
Forces are in eV/Å.

Results
* total energy: -37964.19812 eV
* energy relative to the best compared isomer or geometry (same formula, charge and spin): 0.0000 eV
* E_HOMO: -0.368 Ha
* Kohn-Sham gap: 10.0641 eV

=====

no.,LUMO level (Eh)
1,-0.12939
2,-0.17088
3,-0.03796
4,0.00203